# 1
ORCA calculation (wB97M-V/def2-TZVPD) on C20H26PRhS6 as an isolated structure.

Each line ends with the Mulliken charge.
Element x y z (Å)
Rh (0.066, -2.080, 0.212)  -0.2029
C (-0.617, -3.955, 2.783)  -0.8320
C (0.563, -4.655, 2.097)  -0.4574
S (0.392, -4.443, 0.289)  -0.0203
C (2.084, -4.517, -0.402)  -0.4667
C (2.142, -3.735, -1.720)  -0.8340
S (1.322, -2.085, -1.770)  -0.0370
C (2.552, -0.843, -1.277)  0.0088
C (3.186, -1.020, 0.094)  -0.8275
S (2.061, -1.785, 1.320)  -0.0645
C (1.493, -0.599, 2.569)  0.0737
C (0.465, -1.353, 3.413)  -0.9030
S (-0.851, -2.170, 2.406)  0.0594
H (-0.551, -4.053, 3.867)  0.4802
H (-1.568, -4.404, 2.485)  0.4554
H (0.544, -5.721, 2.329)  0.5286
H (1.525, -4.249, 2.412)  0.3158
H (2.335, -5.562, -0.588)  0.5465
H (2.781, -4.133, 0.342)  0.2910
H (1.638, -4.285, -2.515)  0.5004
H (3.176, -3.600, -2.037)  0.4405
H (1.965, 0.078, -1.288)  -0.3622
H (3.316, -0.769, -2.053)  0.6051
H (3.528, -0.060, 0.478)  0.5902
H (4.036, -1.703, 0.069)  0.3919
H (1.077, 0.267, 2.048)  -0.4450
H (2.337, -0.267, 3.175)  0.5578
H (-0.038, -0.647, 4.075)  0.5034
H (0.917, -2.126, 4.032)  0.4361
S (1.250, 2.248, 0.483)  -0.3766
P (-0.487, 1.915, -0.363)  1.0818
S (-0.982, -0.159, -0.353)  0.0109
C (-0.601, 2.395, -2.093)  0.6672
C (-0.576, 3.770, -2.336)  -0.6538
C (-0.646, 4.238, -3.634)  -0.6993
C (-0.754, 3.343, -4.689)  -0.4650
C (-0.787, 1.980, -4.449)  -0.7191
C (-0.711, 1.502, -3.150)  -0.0633
C (-1.859, 2.703, 0.484)  0.5227
C (-3.161, 2.455, 0.050)  -0.4017
C (-4.218, 3.098, 0.661)  -0.7422
C (-3.980, 3.994, 1.696)  -0.4347
C (-2.686, 4.248, 2.123)  -0.6421
C (-1.618, 3.599, 1.520)  -0.3646
H (-0.497, 4.472, -1.514)  0.3913
H (-0.622, 5.301, -3.824)  0.4183
H (-0.819, 3.713, -5.703)  0.4045
H (-0.880, 1.287, -5.272)  0.4311
H (-0.744, 0.436, -2.967)  0.2537
H (-3.349, 1.775, -0.772)  0.4071
H (-5.228, 2.911, 0.329)  0.4196
H (-4.809, 4.503, 2.166)  0.4177
H (-2.506, 4.954, 2.919)  0.4256
H (-0.604, 3.792, 1.843)  0.3785

Summary:
Net charge   +2
HOMO energy (spin up / spin down)   -13.7 / -13.7 eV
Relative energy (zero: lowest compared OMol25 entry of this formula, charge and spin)   0.0 kcal per mole
DFT total energy   -98457.85409 eV


# 2
ORCA calculation (wB97M-V/def2-TZVPD) on C20H27AsN3O8S3Ti as an isolated structure in a non-equilibrium geometry.

Each line ends with the Mulliken charge.
Element x y z (Å)
Ti (0.058, 0.517, -0.052)  -0.4327
O (3.233, 0.793, -2.426)  -0.6112
As (3.145, -0.154, -0.955)  1.0466
O (4.651, -0.292, -0.367)  -0.8717
O (1.969, 0.682, -0.020)  0.0477
C (2.324, -1.806, -1.581)  -0.3268
C (2.551, -2.166, -2.902)  -0.5142
C (1.997, -3.333, -3.412)  -0.6318
C (1.210, -4.147, -2.612)  -0.5819
C (0.963, -3.799, -1.293)  -0.5141
C (1.511, -2.631, -0.794)  0.2200
S (1.245, -2.245, 0.914)  1.4241
O (0.707, -3.390, 1.594)  -0.7959
O (2.523, -1.751, 1.365)  -0.7120
O (0.224, -1.102, 0.982)  0.0774
H (2.369, 1.244, -2.536)  0.2732
H (3.157, -1.521, -3.524)  0.4894
H (2.182, -3.608, -4.442)  0.4110
H (0.774, -5.050, -3.020)  0.3893
H (0.344, -4.408, -0.650)  0.4829
N (1.958, 0.891, 2.530)  -0.0846
N (2.110, 2.293, 2.311)  -0.2669
C (1.249, 2.861, 1.366)  0.1148
O (1.498, 3.964, 0.935)  -0.7555
O (0.200, 2.142, 1.075)  -0.2172
H (2.521, 0.657, 3.341)  0.4568
H (2.314, 0.352, 1.728)  -0.2041
H (3.059, 2.581, 2.105)  0.3557
C (-1.531, -1.396, -4.227)  -1.8420
C (-0.992, -0.475, -3.154)  0.6324
S (-1.201, -1.006, -1.501)  -0.5609
C (-0.381, 0.683, -3.429)  0.9216
C (-0.139, 1.185, -4.829)  -1.6815
S (0.129, 1.758, -2.136)  -0.5504
H (-2.038, -2.247, -3.775)  0.4117
H (-0.728, -1.787, -4.859)  0.3409
H (-2.245, -0.881, -4.875)  0.3816
H (-0.171, 0.372, -5.556)  0.3979
H (0.840, 1.663, -4.899)  0.3557
H (-0.883, 1.931, -5.124)  0.2572
C (0.364, 0.022, 4.408)  -1.0592
N (-0.365, 0.677, 3.299)  1.3789
C (-0.806, 2.043, 3.664)  -1.1606
C (-1.505, -0.214, 2.838)  -0.4823
C (-2.440, 0.514, 1.924)  0.8069
C (-3.734, 0.813, 2.366)  -0.8220
C (-4.588, 1.552, 1.568)  -0.7584
C (-4.115, 1.991, 0.329)  -0.8677
C (-2.838, 1.662, -0.097)  -0.4005
C (-1.953, 0.901, 0.687)  1.0755
H (1.241, 0.615, 4.655)  0.3073
H (0.671, -0.971, 4.085)  0.3322
H (-0.294, -0.052, 5.273)  0.3823
H (0.353, 0.785, 2.537)  -0.1925
H (-1.610, 1.968, 4.395)  0.3854
H (-1.154, 2.543, 2.764)  0.4207
H (0.048, 2.575, 4.077)  0.4054
H (-2.021, -0.561, 3.735)  0.3807
H (-1.023, -1.059, 2.351)  0.0659
H (-4.069, 0.457, 3.337)  0.3726
H (-5.593, 1.783, 1.899)  0.3609
H (-4.756, 2.582, -0.316)  0.4405
H (-2.520, 2.000, -1.076)  0.2954

Summary:
Net charge   -1
HOMO energy   -4.2 eV
Relative energy (zero: lowest compared OMol25 entry of this formula, charge and spin)   15.2 kcal per mole
DFT total energy   -158492.75394 eV


# 3
ORCA calculation (wB97M-V/def2-TZVPD) on C20H27AuN3O as an isolated structure in a non-equilibrium geometry.

Each line ends with the Mulliken charge.
Element x y z (Å)
Au (0.116, 1.197, -1.158)  -0.0327
C (5.206, 0.840, -2.286)  -1.5503
C (4.550, 0.423, -0.969)  1.7779
C (5.012, -0.923, -0.386)  -1.5076
C (4.581, 1.547, 0.105)  -1.4703
C (3.120, 0.380, -1.234)  0.3331
C (1.890, 0.534, -1.278)  -0.9403
H (6.290, 0.982, -2.213)  0.3667
H (4.770, 1.795, -2.605)  0.3533
H (5.000, 0.101, -3.074)  0.3500
H (6.087, -1.025, -0.164)  0.3392
H (4.760, -1.720, -1.108)  0.3540
H (4.447, -1.142, 0.550)  0.3365
H (5.584, 1.782, 0.520)  0.3535
H (3.935, 1.264, 0.949)  0.3636
H (4.152, 2.471, -0.327)  0.3527
C (-1.819, -2.347, 1.699)  -1.0850
N (-2.563, -2.688, 0.516)  0.2268
C (-3.144, -4.001, 0.518)  -0.6395
C (-4.237, -4.080, -0.541)  -0.7360
C (-3.814, -3.490, -1.877)  -0.6213
N (-3.255, -2.177, -1.664)  0.1994
C (-3.247, -1.283, -2.799)  -0.9703
C (-2.642, -1.760, -0.498)  0.5792
O (-2.247, -0.586, -0.354)  -0.6990
H (-2.488, -2.362, 2.586)  0.3244
H (-1.413, -1.331, 1.571)  0.2614
H (-0.995, -3.066, 1.878)  0.3324
H (-3.512, -4.227, 1.531)  0.3565
H (-2.368, -4.758, 0.323)  0.3009
H (-5.170, -3.605, -0.195)  0.3123
H (-4.512, -5.143, -0.675)  0.3548
H (-4.689, -3.394, -2.530)  0.3559
H (-3.101, -4.141, -2.403)  0.3023
H (-4.270, -1.195, -3.190)  0.3300
H (-2.596, -1.675, -3.588)  0.3140
H (-2.875, -0.316, -2.457)  0.1719
C (-1.374, 2.628, -0.580)  -1.7809
C (-0.843, 3.037, 0.717)  0.7726
C (0.151, 4.066, 0.807)  -0.6868
C (0.796, 4.329, 2.012)  -0.5496
C (0.432, 3.565, 3.141)  0.5666
C (-0.630, 2.632, 3.114)  -0.6148
C (-1.258, 2.361, 1.909)  -0.2153
C (1.143, 3.727, 4.362)  0.1374
N (1.716, 3.832, 5.372)  -0.6072
H (-1.368, 3.417, -1.339)  0.5298
H (-2.277, 2.012, -0.546)  0.3204
H (0.423, 4.676, -0.060)  0.3196
H (1.567, 5.100, 2.050)  0.4087
H (-0.909, 2.074, 4.022)  0.3659
H (-2.111, 1.663, 1.846)  0.2837

Summary:
Net charge   -1
HOMO energy   -3.6 eV
DFT total energy   -31387.74694 eV


# 4
ORCA calculation (wB97M-V/def2-TZVPD) on C20H27BCl2N8OsS3 as an isolated structure.

Each line ends with the Mulliken charge.
Element x y z (Å)
Os (-0.221, 0.175, -0.413)  1.4862
Cl (-1.727, -2.088, -0.340)  0.0055
C (-3.359, -1.506, -0.093)  0.2207
C (-4.325, -2.454, 0.108)  -0.6989
C (-5.646, -2.040, 0.300)  -0.4509
C (-5.980, -0.698, 0.287)  -0.7269
C (-4.996, 0.255, 0.085)  0.3159
Cl (-5.443, 1.906, 0.070)  -0.1452
C (-3.638, -0.121, -0.111)  0.4202
S (-2.473, 1.117, -0.305)  -0.2058
H (-4.070, -3.504, 0.121)  0.4849
H (-6.415, -2.783, 0.462)  0.4238
H (-7.001, -0.377, 0.433)  0.4696
C (1.715, -3.438, -0.534)  -0.8008
N (1.897, -2.780, 0.751)  0.1994
C (1.951, -3.428, 1.962)  -0.5402
C (2.157, -2.474, 2.902)  -0.6102
N (2.251, -1.257, 2.274)  0.0258
B (2.769, 0.001, 3.066)  0.8269
N (2.079, 1.352, 2.635)  0.1952
C (2.760, 2.528, 2.838)  -0.6502
C (1.904, 3.559, 2.638)  -0.4413
N (0.699, 3.008, 2.282)  0.1729
C (-0.522, 3.761, 2.024)  -0.6654
C (0.833, 1.666, 2.291)  -0.0975
S (-0.482, 0.588, 1.868)  -0.3951
C (2.078, -1.462, 0.971)  -0.0207
S (2.023, -0.238, -0.283)  -0.4562
H (2.213, -4.404, -0.508)  0.4165
H (2.165, -2.836, -1.318)  0.3160
H (0.657, -3.594, -0.746)  0.2003
H (1.859, -4.497, 2.041)  0.5144
H (2.277, -2.560, 3.967)  0.5066
H (2.511, -0.198, 4.219)  -0.1347
H (3.938, 0.135, 2.842)  -0.1279
H (3.794, 2.527, 3.131)  0.5104
H (2.044, 4.623, 2.711)  0.4638
H (-0.254, 4.797, 1.841)  0.3131
H (-1.189, 3.707, 2.883)  0.3173
H (-1.032, 3.365, 1.149)  0.2092
C (0.539, -0.916, -3.242)  -0.3417
N (0.623, -0.771, -4.664)  0.1573
C (-0.722, -0.688, -5.236)  -0.6763
N (-1.438, 0.466, -4.688)  0.1765
C (-1.545, 0.339, -3.266)  -0.6684
N (-0.182, 0.264, -2.589)  -0.3940
C (0.575, 1.516, -3.009)  -0.4214
N (0.660, 1.631, -4.436)  0.0912
C (1.355, 0.460, -4.981)  -0.7141
C (-0.689, 1.687, -5.007)  -0.7522
H (1.539, -0.966, -2.817)  0.2401
H (-0.020, -1.818, -2.983)  0.2345
H (-1.273, -1.602, -5.005)  0.3211
H (-0.651, -0.588, -6.317)  0.3297
H (-2.094, -0.567, -3.002)  0.1687
H (-2.064, 1.212, -2.869)  0.4390
H (1.577, 1.459, -2.578)  0.3432
H (0.046, 2.379, -2.595)  0.2853
H (2.360, 0.405, -4.561)  0.3365
H (1.434, 0.563, -6.062)  0.3300
H (-0.616, 1.790, -6.088)  0.3279
H (-1.218, 2.553, -4.608)  0.3404

Summary:
Net charge   +2
HOMO energy (spin up / spin down)   -14.3 / -14.4 eV
Relative energy (zero: lowest compared OMol25 entry of this formula, charge and spin)   0.0 kcal per mole
2S+1   5
Expectation value of S²   6.04
DFT total energy   -93779.81812 eV